The following is a DFT calculation (ωB97M-V/def2-TZVPD) of a cluster of 11 separate species, C51H60F6O5 in total.

The geometry in ORCA input format:
```
! wB97M-V def2-TZVPD RIJCOSX def2/J DEFGRID3
* xyz 0 1
C -0.9986 -30.0884 15.2217
C -1.4549 -30.6647 13.8775
O -2.5980 -31.0269 13.7024
C -0.4865 -30.7926 12.7267
H -1.0150 -29.0036 15.2294
H 0.0013 -30.5073 15.3632
H -1.7061 -30.5222 15.9239
H -0.9751 -31.3286 11.9090
H 0.3533 -31.4622 12.9208
H -0.1905 -29.8118 12.3528
C 1.9128 -35.7001 9.0901
C 0.9335 -34.6158 9.3900
O -0.2300 -34.6752 9.0453
C 1.4315 -33.4026 10.1239
H 2.1308 -36.1575 10.0615
H 2.7879 -35.3115 8.5744
H 1.4375 -36.4620 8.4721
H 0.8025 -32.5256 10.0364
H 2.4309 -33.1642 9.7439
H 1.5930 -33.5682 11.1927
C 4.8570 -30.7718 10.1176
C 5.9326 -29.9973 10.8544
O 5.6557 -29.4212 11.8785
C 7.2815 -29.8638 10.2086
H 5.2802 -31.6471 9.6209
H 4.4106 -30.1823 9.3100
H 4.0255 -31.0411 10.7646
H 7.2884 -30.1214 9.1501
H 8.0593 -30.4013 10.7518
H 7.6246 -28.8255 10.2424
C -0.2055 -38.2959 14.4586
C 0.7961 -37.2581 14.0500
O 1.7351 -37.0362 14.7920
C 0.7525 -36.4759 12.7822
H -0.0850 -39.2374 13.9201
H -1.2259 -37.9773 14.2205
H -0.1639 -38.4874 15.5274
H 1.7952 -36.2018 12.6109
H 0.1659 -35.5698 12.9526
H 0.4267 -36.9540 11.8564
C -1.1579 -36.3538 6.3640
C -0.8879 -37.5425 7.2238
O -0.0300 -38.3553 6.9185
C -1.7749 -37.8355 8.4113
H -0.2796 -35.7402 6.1934
H -1.9849 -35.7648 6.7567
H -1.5466 -36.7903 5.4377
H -2.1626 -38.8519 8.3926
H -2.6062 -37.1329 8.4397
H -1.1560 -37.7414 9.3060
F 1.0796 -30.5071 8.8453
C -0.2228 -30.1452 8.9066
C -1.2303 -31.0947 8.8696
C -2.5322 -30.6976 9.1689
C -2.8002 -29.3622 9.4185
C -1.7969 -28.4015 9.2672
C -0.4889 -28.7886 9.0123
H -0.9467 -32.1299 8.7175
H -3.3024 -31.4536 9.2328
H -3.7826 -29.0349 9.7317
H -2.0263 -27.3458 9.3119
H 0.2816 -28.0416 8.8847
F 6.5500 -37.0518 7.9433
C 5.6512 -37.3954 7.0084
C 6.0293 -37.5494 5.6886
C 5.0731 -37.8451 4.7178
C 3.7226 -37.8812 5.0750
C 3.3258 -37.6828 6.3905
C 4.3236 -37.5342 7.3578
H 7.0506 -37.4029 5.3588
H 5.3736 -38.0959 3.7115
H 3.0252 -38.1646 4.2963
H 2.3026 -37.9181 6.6571
H 4.0148 -37.4743 8.3954
F -1.7829 -36.9745 11.5398
C -2.5910 -35.9884 11.9880
C -2.3891 -34.6898 11.5385
C -3.1430 -33.6719 12.1075
C -4.1281 -33.9872 13.0504
C -4.2865 -35.2811 13.4986
C -3.5054 -36.3035 12.9496
H -1.6338 -34.4869 10.7876
H -2.9874 -32.6191 11.9205
H -4.7220 -33.1909 13.4797
H -5.0205 -35.4608 14.2726
H -3.5638 -37.2811 13.4108
F 1.7848 -33.5854 13.4615
C 2.0746 -32.7952 14.5207
C 2.8053 -31.6407 14.3076
C 3.1571 -30.8528 15.3994
C 2.8492 -31.2981 16.6708
C 2.1371 -32.4736 16.9016
C 1.8100 -33.2493 15.7969
H 2.9971 -31.3256 13.2889
H 3.5778 -29.8757 15.2089
H 3.0796 -30.6917 17.5415
H 1.9175 -32.8219 17.8986
H 1.3588 -34.2189 15.9798
F 7.8588 -33.1844 10.5804
C 6.9677 -33.5521 11.5196
C 5.7365 -34.0626 11.1476
C 4.7773 -34.3581 12.0989
C 5.0870 -34.1489 13.4442
C 6.3570 -33.7412 13.8174
C 7.2954 -33.3671 12.8500
H 5.5027 -34.1875 10.0958
H 3.8013 -34.7318 11.8232
H 4.3143 -34.3143 14.1829
H 6.5710 -33.6950 14.8766
H 8.2884 -33.0308 13.1138
F 0.5973 -41.8946 13.1124
C 0.9189 -41.1937 11.9998
C 0.1800 -41.4076 10.8508
C 0.5391 -40.6875 9.7144
C 1.5211 -39.7118 9.7762
C 2.1605 -39.4536 10.9737
C 1.8800 -40.2028 12.1169
H -0.5748 -42.1786 10.8049
H 0.0072 -40.9604 8.8120
H 1.7814 -39.1314 8.9002
H 2.7887 -38.5759 11.0795
H 2.3741 -40.0447 13.0650
*
```

Summary:
Electronic energy, eV: -80401.7957
Energy relative to the best compared isomer or geometry (same formula, charge and spin), kcal/mol: 0.8
HOMO-LUMO gap, eV: 9.8
SMILES string: Fc1ccccc1.Fc1ccccc1.Fc1ccccc1.Fc1ccccc1.Fc1ccccc1.Fc1ccccc1.CC(C)=O.CC(C)=O.CC(C)=O.CC(C)=O.CC(C)=O
E_HOMO, Ha: -0.3390

Here are the Mulliken charges for atoms 1 to 2, given in e: -0.84 0.57